Record 1
Computed, not measured: the ion C4H11N4 with charge +1 at a distorted geometry, with ωB97M-V/def2-TZVPD.

```
19
Properties=species:S:1:pos:R:3:forces:R:3:nbo_charge:R:1
C -0.941 0.478 -0.194 0.4 0.2 -2.0 0.460
C 0.701 -1.139 -0.483 3.7 -2.6 2.4 0.327
C 0.633 0.336 -0.410 -3.2 -2.0 0.6 -0.405
C 1.126 1.079 -1.564 1.7 0.2 -2.6 -0.627
N -1.684 0.879 -1.114 -1.8 -0.1 1.9 -0.654
N -1.516 0.152 1.012 2.4 -1.4 0.8 -0.471
N 0.702 -1.915 0.669 0.0 1.8 -6.0 -0.640
N -0.660 -0.046 2.155 0.2 2.2 -0.4 -0.706
H 1.147 -1.692 -1.444 -1.5 1.3 2.0 0.263
H 0.832 0.748 0.534 1.6 0.1 1.4 0.283
H 0.909 0.493 -2.518 0.0 1.0 1.0 0.226
H 2.264 1.082 -1.536 -1.4 0.4 0.0 0.251
H 0.718 2.123 -1.633 0.5 -1.1 0.1 0.265
H -1.419 0.995 -2.043 1.1 0.3 -1.5 0.379
H -2.385 0.596 0.991 -2.0 0.6 1.2 0.414
H 0.870 -2.891 0.524 -0.2 -0.5 0.3 0.428
H 0.211 -1.526 1.431 -0.2 0.6 1.7 0.439
H -0.992 -0.569 2.931 -1.5 -1.5 -0.1 0.392
H -0.518 0.816 2.693 0.3 0.4 -0.8 0.376
```
Forces are in eV/Å.

Summary:
HOMO = -13.61 eV
E_LUMO = -5.22 eV
Relative energy (zero: lowest compared OMol25 entry of this formula, charge and spin) = 85.8 kcal/mol
Charge = +1



Record 2
Computed, not measured: the ion C31H45N2 with charge +1 at a distorted geometry, with ωB97M-V/def2-TZVPD.

```
78
Properties=species:S:1:pos:R:3:forces:R:3:mulliken_charge:R:1
C -3.820 -2.943 0.221 0.0 0.3 0.3 -0.783
C -2.976 -1.786 0.775 0.4 0.0 0.1 -1.159
C -1.954 -1.162 -0.224 -0.2 0.4 0.0 0.347
C -0.646 -1.937 -0.352 0.9 0.6 0.2 0.535
N 0.590 -1.384 -0.147 -1.3 -1.7 -0.3 0.509
C 1.729 -2.262 0.080 0.8 -0.7 0.3 0.222
C 1.311 -3.643 0.480 0.3 -0.3 -0.2 -1.122
C 0.362 -4.168 -0.539 -0.2 -0.4 -0.1 -0.673
N -0.748 -3.230 -0.636 -0.3 0.0 -0.4 0.236
C -1.950 -3.826 -1.238 -0.6 -0.4 0.3 -0.966
C -3.013 -4.160 -0.178 0.2 -0.1 -0.4 -0.604
H -4.529 -3.232 1.003 -0.1 0.0 -0.1 0.467
H -4.409 -2.597 -0.640 0.1 0.0 0.2 0.278
H -3.658 -0.987 1.124 0.4 -0.3 -0.3 0.373
H -2.403 -2.120 1.658 -0.3 0.0 -0.1 0.365
H -2.433 -1.087 -1.216 0.3 0.0 0.3 0.537
H -1.768 -0.126 0.104 0.0 -0.5 -0.3 -0.311
H 2.417 -2.223 -0.777 -0.3 -0.3 0.2 0.262
H 2.279 -1.928 0.959 -0.2 0.3 -0.4 -0.299
H 2.178 -4.294 0.527 0.2 0.0 0.1 0.514
H 0.875 -3.601 1.491 -0.1 -0.2 -0.4 0.284
H 0.805 -4.282 -1.542 0.1 0.0 0.4 0.330
H -0.029 -5.145 -0.237 -0.2 0.2 -0.1 0.545
H -2.371 -3.175 -2.027 0.3 -0.3 0.3 0.399
H -1.626 -4.776 -1.699 0.0 0.6 0.0 0.569
H -2.529 -4.594 0.709 0.0 0.0 -0.3 0.353
H -3.670 -4.926 -0.606 0.0 0.1 0.2 0.347
C -4.646 3.420 -0.555 -0.3 0.1 0.0 -1.493
C -3.204 3.203 -0.884 0.3 -0.1 0.1 0.233
C -2.826 2.041 -1.556 0.3 0.2 0.0 -0.602
C -1.480 1.773 -1.827 -0.3 0.2 0.4 1.062
C -1.138 0.626 -2.745 -0.1 -0.6 0.1 -1.730
C -0.490 2.606 -1.269 -0.1 0.2 -0.9 1.190
C 0.985 2.259 -1.399 -0.4 0.4 -0.2 0.127
C 1.533 2.837 -2.728 0.1 0.0 0.4 -1.303
C 1.423 0.793 -1.280 0.4 -0.9 -0.8 -2.215
C 0.885 0.029 -0.040 0.4 2.5 0.5 2.165
C 1.906 0.235 1.077 0.9 0.3 0.0 -0.099
C 1.444 0.600 2.352 0.5 -0.3 0.0 0.338
C 0.192 1.423 2.489 -0.4 -0.2 0.2 -1.022
C 2.186 0.202 3.468 -0.1 0.1 -0.3 -1.035
C 3.426 -0.416 3.316 0.1 0.2 -0.2 0.273
C 4.117 -1.062 4.479 0.3 0.1 0.3 -1.661
C 4.034 -0.378 2.057 -0.6 -0.1 0.3 -0.611
C 3.301 -0.089 0.904 -0.6 0.2 0.4 1.020
C 4.106 -0.315 -0.379 0.2 -0.5 -0.2 -2.340
C -0.869 3.890 -0.806 -0.2 -0.5 0.1 0.323
C 0.104 5.026 -0.595 0.1 0.3 0.4 -1.561
C -2.222 4.146 -0.569 0.0 -0.3 -0.2 -1.041
H -4.803 4.398 -0.097 -0.1 -0.1 0.0 0.371
H -5.258 3.351 -1.460 0.0 0.1 0.1 0.354
H -5.006 2.647 0.135 0.0 0.2 0.0 0.292
H -3.593 1.326 -1.869 0.2 0.3 -0.1 0.410
H -0.444 0.914 -3.547 -0.3 -0.1 0.3 0.223
H -0.673 -0.190 -2.177 -0.1 0.2 -0.4 0.227
H -2.036 0.196 -3.213 0.2 0.3 0.1 0.426
H 1.462 2.778 -0.546 0.1 -0.1 -0.4 0.429
H 1.213 3.886 -2.809 0.3 -0.4 -0.2 0.335
H 2.636 2.787 -2.727 -0.4 0.0 -0.2 0.383
H 1.126 2.266 -3.584 0.3 0.4 0.4 0.277
H 1.220 0.142 -2.155 0.2 0.8 0.1 0.455
H 2.521 0.906 -1.238 -0.9 -0.3 0.0 0.525
H -0.087 0.479 0.190 0.6 0.3 0.2 -0.770
H 0.026 1.700 3.537 0.0 0.0 -0.2 0.481
H 0.253 2.348 1.891 0.0 -0.4 0.2 0.096
H -0.690 0.859 2.157 0.0 0.2 0.1 0.106
H 1.765 0.346 4.461 0.1 0.0 -0.1 0.476
H 4.819 -1.835 4.145 -0.2 0.2 0.1 0.397
H 4.688 -0.305 5.030 0.0 -0.2 0.0 0.323
H 3.403 -1.519 5.179 0.2 0.2 -0.2 0.400
H 5.059 -0.717 1.953 0.0 0.0 0.0 0.480
H 4.769 -1.182 -0.233 -0.1 0.3 0.1 0.524
H 3.554 -0.544 -1.298 0.1 0.1 0.4 0.506
H 4.762 0.543 -0.593 -0.3 -0.1 0.1 0.394
H -0.463 5.917 -0.298 0.2 -0.2 0.0 0.440
H 0.831 4.838 0.206 -0.1 -0.1 -0.2 0.309
H 0.666 5.307 -1.498 -0.2 -0.3 0.3 0.239
H -2.500 5.103 -0.124 0.0 -0.2 -0.2 0.318
```
Forces are in eV/Å.

Summary:
HOMO = -10.80 eV
E_LUMO = -2.25 eV
Relative energy (zero: lowest compared OMol25 entry of this formula, charge and spin) = 0.0 kcal/mol
Charge = +1



Record 3
Computed, not measured: a structure of composition C9H7EuNO3 at a distorted geometry, with ωB97M-V/def2-TZVPD.

```
21
Properties=species:S:1:pos:R:3:forces:R:3:lowdin_spin:R:1
O -3.411 -0.044 -2.400 4.7 0.0 3.3 0.006
C -2.450 -0.050 -1.747 -6.5 0.2 -4.2 -0.004
Eu -0.285 -0.302 -0.572 1.8 -1.3 -0.4 7.017
C -1.237 -0.562 1.704 -3.4 -1.7 5.6 -0.005
C 0.241 2.123 -0.453 1.0 5.6 -0.8 -0.005
O -1.828 -0.873 2.648 2.7 1.5 -4.1 0.005
O 0.442 3.232 -0.658 -0.7 -3.9 0.9 0.005
N 2.064 -0.891 0.260 -0.7 0.3 -0.2 -0.012
C 3.396 -1.335 0.633 0.3 -0.1 0.2 -0.001
C 3.504 -2.432 1.478 0.3 0.2 -0.2 -0.001
C 4.779 -2.932 1.737 0.0 0.1 -0.1 0.000
C 5.902 -2.331 1.157 0.0 0.1 0.1 -0.001
C 5.756 -1.217 0.325 -0.1 -0.1 0.1 0.000
C 4.489 -0.704 0.056 0.0 -0.4 0.2 -0.001
H 1.500 -1.755 0.256 0.5 0.0 -0.4 -0.001
H 2.178 -0.476 -0.678 0.1 -0.6 0.1 -0.001
H 2.602 -2.892 1.884 0.3 0.0 0.0 0.000
H 4.893 -3.802 2.378 0.0 0.2 -0.1 0.000
H 6.903 -2.726 1.372 -0.5 0.2 -0.2 0.000
H 6.627 -0.758 -0.132 -0.1 -0.1 0.1 0.000
H 4.332 0.139 -0.619 0.2 -0.1 0.1 0.000
```
Forces are in eV/Å.

Summary:
Spin multiplicity = 8
HOMO (spin up / spin down) = -14.80 / -14.81 eV
E_LUMO (spin up / spin down) = -9.29 / -9.11 eV
<S²> = 15.760
Charge = +2



Record 4
Computed, not measured: a cluster of 2 separate species, C4H14NO2 in total at a distorted geometry, with ωB97M-V/def2-TZVPD.

```
21
Properties=species:S:1:pos:R:3:forces:R:3:nbo_charge:R:1
O -1.895 -1.313 0.061 0.0 -0.4 -0.2 -0.729
C -1.357 -1.583 -1.236 -0.5 2.6 0.0 -0.090
C 0.066 -1.056 -1.199 1.2 -1.1 -0.5 -0.246
N 0.107 0.370 -0.745 0.1 -0.4 0.4 -0.507
C 1.488 0.947 -0.628 1.2 -0.7 0.1 -0.226
C 2.193 0.241 0.551 -0.5 2.3 1.5 -0.652
H -1.887 -2.089 0.616 0.0 -0.4 0.3 0.493
H -1.487 -2.576 -1.673 0.1 0.1 0.4 0.229
H -1.904 -0.815 -1.822 0.0 -0.9 -0.4 0.182
H 0.642 -1.634 -0.461 -0.2 0.3 -0.3 0.224
H 0.634 -1.122 -2.143 -0.5 0.1 0.2 0.233
H -0.291 0.348 0.208 -0.2 0.3 -0.1 0.468
H -0.498 0.979 -1.296 0.0 -0.2 -0.2 0.437
H 2.140 0.796 -1.493 -0.9 -0.3 -0.5 0.234
H 1.360 2.022 -0.548 0.1 0.0 0.5 0.232
H 2.081 0.916 1.416 -0.4 -0.4 0.0 0.234
H 1.721 -0.682 0.841 0.2 -0.4 -0.1 0.218
H 3.273 0.193 0.542 0.2 -0.5 -0.9 0.259
H 0.159 2.126 3.096 -0.7 -0.4 -0.4 0.480
H -0.943 2.766 2.287 -0.3 0.1 0.0 0.477
O -0.607 1.899 2.525 1.0 0.2 0.2 -0.954
```
Forces are in eV/Å.

Summary:
HOMO = -14.96 eV
E_LUMO = -2.89 eV
Relative energy (zero: lowest compared OMol25 entry of this formula, charge and spin) = 35.4 kcal/mol
Charge = +1



Record 5
Computed, not measured: a structure of composition C2HN5O2 at a distorted geometry, with ωB97M-V/def2-TZVPD.

```
10
Properties=species:S:1:pos:R:3:forces:R:3:nbo_charge:R:1
C 2.391 0.084 -0.170 -1.5 -0.6 0.0 0.220
C 1.028 -0.294 0.034 -2.0 -0.4 0.5 0.208
N 3.499 0.197 -0.400 1.2 0.4 -0.1 -0.210
N -0.012 -0.510 -0.812 2.6 -0.1 -1.2 -0.338
N -0.731 -0.679 0.403 -1.4 -0.4 0.2 -0.134
N 0.322 -0.542 1.219 0.7 0.1 -0.2 -0.309
N -1.499 0.808 -0.177 0.5 -0.7 1.0 0.662
O -0.996 1.769 0.205 1.0 1.7 0.7 -0.244
O -2.470 0.524 -0.731 -2.2 -0.5 -1.3 -0.285
H -1.532 -1.357 0.429 1.1 0.6 0.4 0.432
```
Forces are in eV/Å.

Summary:
HOMO (spin up / spin down) = -10.28 / -10.28 eV
E_LUMO (spin up / spin down) = -1.00 / -1.00 eV
Relative energy (zero: lowest compared OMol25 entry of this formula, charge and spin) = 124.1 kcal/mol



Record 6
Computed, not measured: a structure of composition C14H27EuN3O8P2S at a distorted geometry, with ωB97M-V/def2-TZVPD.

```
56
Properties=species:S:1:pos:R:3:forces:R:3:lowdin_spin:R:1
C -1.291 -5.403 -0.226 0.7 -0.4 -0.5 0.000
C -0.860 -4.633 -1.645 -3.9 0.2 -3.7 0.000
O -1.778 -4.478 -2.640 6.4 -0.5 6.5 0.000
O 0.544 -4.191 -1.733 -4.0 0.7 0.3 0.000
C 0.645 -2.832 -2.325 0.5 0.7 -0.8 0.000
C 2.074 -2.157 -1.780 0.7 -1.4 -2.1 0.000
P 1.847 -0.463 -0.932 0.1 -1.5 0.9 0.000
C 3.165 0.543 0.008 1.7 1.6 -0.1 0.000
C 2.563 1.643 1.083 1.0 0.6 0.0 0.000
C 2.155 3.076 0.325 1.2 0.1 0.4 0.000
C 1.285 4.054 1.311 0.0 0.4 -0.1 0.000
C -0.342 3.924 1.169 -0.3 -0.3 0.2 0.000
C -0.867 2.641 0.296 -0.4 1.2 -0.7 -0.001
C -2.535 2.745 0.292 1.2 0.0 -1.9 -0.008
S -3.372 1.431 1.332 -1.2 -1.4 -2.5 -0.015
C -4.741 0.762 0.179 -3.5 0.0 -2.9 0.003
N -5.821 1.553 -0.570 3.4 -5.0 2.1 -0.003
N -6.577 0.634 -1.323 5.0 -4.3 3.2 0.001
C -5.961 -0.732 -1.052 -0.3 4.1 0.4 -0.003
O -4.804 -0.683 -0.100 -3.6 4.4 -2.4 0.000
C 1.090 -1.230 0.640 -2.1 -0.7 2.0 0.000
P 2.328 -2.000 1.863 4.0 -2.6 0.8 0.000
O 3.645 -2.593 1.223 -5.1 2.3 2.0 0.000
O 1.465 -3.259 2.740 -0.2 3.9 -0.9 0.000
O 2.873 -0.857 3.109 -2.9 -1.2 -2.1 0.000
O 2.383 0.283 -2.412 -1.0 0.5 -0.7 0.000
N 1.315 0.942 -2.941 3.0 4.5 -1.0 0.000
O 1.710 2.079 -3.248 -2.1 -3.3 0.3 0.000
H -0.869 -4.852 0.730 -0.8 -1.0 -2.2 0.000
H -0.774 -6.476 -0.261 -1.1 2.3 0.1 0.000
H -2.469 -5.557 -0.146 2.8 0.5 -0.5 0.000
H 0.649 -2.942 -3.503 0.1 0.3 2.5 0.000
H -0.262 -2.144 -2.054 1.5 -1.5 -0.3 0.000
H 2.700 -1.955 -2.777 -1.3 -0.4 2.4 0.000
H 2.687 -2.948 -1.175 -1.4 1.6 -0.7 0.000
H 0.555 0.202 -1.150 1.0 -0.6 0.3 0.000
H 3.736 1.197 -0.813 -1.3 -1.5 1.8 0.000
H 4.030 -0.115 0.501 -2.3 1.1 -1.0 0.000
H 3.476 1.915 1.802 -2.1 -0.7 -1.5 0.000
H 1.718 1.233 1.778 1.4 0.7 -1.4 0.000
H 3.202 3.624 0.155 -2.4 -1.2 0.2 0.000
H 1.705 2.915 -0.744 0.7 0.3 2.1 0.000
H 1.545 5.204 1.121 -0.4 -2.7 0.5 0.000
H 1.561 3.784 2.417 -0.4 0.6 -2.1 0.000
H -0.779 3.815 2.264 0.6 0.1 -1.7 0.000
H -0.828 4.919 0.734 1.1 -2.1 0.6 0.000
H -0.556 2.775 -0.841 -0.6 -0.3 2.5 0.000
H -0.473 1.598 0.652 -0.9 2.1 -0.5 0.000
H -2.838 3.802 0.750 2.5 -1.9 -2.9 -0.003
H -2.935 2.730 -0.828 0.6 0.0 2.5 0.000
H -6.340 -1.734 -1.560 1.2 2.2 1.5 0.000
H 0.416 -0.415 1.194 1.4 -1.7 -0.9 0.000
H 0.321 -2.094 0.345 1.8 1.7 0.6 0.000
H 0.666 -2.800 3.169 1.6 -1.1 -0.7 0.000
H 2.091 -0.357 3.486 1.3 -0.8 -0.5 0.000
Eu -4.077 3.879 2.111 -2.7 1.3 2.6 7.029
```
Forces are in eV/Å.

Summary:
Spin multiplicity = 8
HOMO (spin up / spin down) = -13.99 / -13.99 eV
E_LUMO (spin up / spin down) = -9.02 / -8.81 eV
<S²> = 15.760
Charge = +2